DFT (ωB97M-V with the def2-TZVPD basis set) results for a molecular structure, C23H33Cl2N4O4V in a non-equilibrium geometry.

Computed properties:
* HOMO-LUMO gap (spin up / spin down): 5.29 / 6.34 eV
* charge: -1
* 2S+1: 4
* electronic energy: -3280.676047 hartree
* ⟨S²⟩: 3.769
* highest occupied orbital energy (spin up / spin down): -2.9 / -4.0 eV

CARTESIAN COORDINATES (ANGSTROEM)
1 H 1.479 -1.931 7.093
2 O -0.535 0.448 7.655
3 O -0.790 -1.957 0.375
4 H 0.927 -1.751 2.551
5 C -0.555 0.334 -2.608
6 H 0.696 -1.475 8.550
7 H -1.632 -5.395 -0.264
8 H -4.566 0.660 -0.900
9 H -1.774 -3.981 0.846
10 C -2.533 1.371 -1.103
11 C -1.090 -4.705 0.382
12 H 0.253 5.028 -5.184
13 C -4.027 1.588 -1.033
14 H 3.373 2.811 0.464
15 C -0.956 1.907 -4.518
16 H 1.331 -2.004 4.933
17 H -1.180 1.771 3.045
18 C -2.671 -1.079 -1.528
19 H -0.805 1.743 5.526
20 N -0.196 -0.013 2.704
21 H 4.840 1.841 0.286
22 H 0.852 -2.173 -0.856
23 H 1.249 4.673 -2.902
24 H -0.957 -0.375 -3.369
25 N 0.736 -1.422 7.545
26 H 0.804 2.530 -1.702
27 H -2.782 -1.588 -0.561
28 H -2.029 2.338 -1.182
29 H -1.567 1.115 -4.954
30 C 2.482 -0.053 -0.568
31 H 0.051 -5.300 -2.036
32 H -4.493 2.057 -1.930
33 H -0.571 -5.266 1.164
34 N -0.116 -3.980 -0.420
35 H 4.725 1.413 -2.098
36 C 0.518 -1.006 3.230
37 H 1.319 -5.470 -0.806
38 C 0.637 3.909 -3.375
39 C -0.635 0.950 3.526
40 C 0.005 -2.658 -0.314
41 H 1.347 -4.069 -1.909
42 C 0.117 -0.340 6.982
43 C -0.722 3.097 -5.208
44 H 3.501 1.246 1.325
45 C -0.445 0.916 4.915
46 H -1.166 3.237 -6.190
47 H -3.671 -0.945 -1.967
48 C 0.192 -0.198 5.490
49 C -0.408 1.707 -3.254
50 H 3.367 2.555 -2.227
51 H -4.308 2.252 -0.208
52 C 0.387 2.709 -2.697
53 O 0.581 -0.069 -2.158
54 H 2.473 -0.683 -1.478
55 C 3.751 1.784 0.409
56 N 3.170 1.103 -0.727
57 V -1.135 0.089 0.414
58 Cl -0.140 2.162 0.517
59 H 3.155 0.868 -2.790
60 H -2.107 -1.739 -2.183
61 C 0.070 4.100 -4.636
62 C 3.632 1.506 -2.042
63 C 0.758 -1.139 4.609
64 C -1.860 0.200 -1.392
65 Cl -2.950 -0.109 1.613
66 C 0.696 -4.753 -1.345
67 O 1.902 -0.396 0.474

Forces on atoms 1 to 2 (eV/Å):
-0.27 0.19 -0.10
0.42 -0.55 -0.19